1.
# C4H8Cl8

4 unconnected molecules or ions with the total composition C4H8Cl8 in a non-equilibrium geometry (ωB97M-V/def2-TZVPD, the OMol25 dataset).

XYZ file:
```
20
Properties=species:S:1:pos:R:3
C -1.18751 0.95399 1.08186
Cl -1.66160 0.88499 -0.60121
Cl 0.49939 1.43495 1.04594
H -1.76053 1.70491 1.62582
H -1.32258 -0.04264 1.50206
C -0.42328 3.51081 -2.26006
Cl -0.27053 4.60940 -0.84689
Cl -2.11013 3.42152 -2.73137
H 0.09375 3.84558 -3.15935
H 0.02714 2.57526 -1.92844
C -0.03508 -3.57364 2.93807
Cl -1.59213 -2.81862 2.49428
Cl 1.07325 -3.43743 1.56563
H 0.29666 -2.98894 3.79608
H -0.24890 -4.63817 3.03370
C 1.72384 -0.98123 -1.60723
Cl 0.47559 -2.23008 -1.64136
Cl 2.92815 -1.22409 -0.34611
H 2.35110 -0.93674 -2.49755
H 1.14342 -0.06982 -1.46387
```

Properties
- Total energy: -104446.1997 eV
- HOMO energy (alpha / beta): -0.50870 / -0.49376 Ha
- Energy relative to the best compared isomer or geometry (same formula, charge and spin): 0.70 kcal per mole
- Net charge: +1
- Kohn-Sham gap (alpha / beta): 11.24 / 2.84 eV
- Largest force on an atom: 1.01 eV/A
- 2S+1: 2

2.
# C4H8ClF

A single C4H8ClF molecule in a non-equilibrium geometry (ωB97M-V/def2-TZVPD, the OMol25 dataset).

XYZ file:
```
14
Properties=species:S:1:pos:R:3
C 0.23103 1.93911 -0.17473
C 0.20719 0.58192 0.52082
C 0.00917 -0.62112 -0.46458
C -0.25048 -1.96166 0.31749
F 1.13351 -0.77261 -1.26413
Cl -1.35901 -0.42306 -1.57652
H -0.52702 1.89677 -1.00522
H 1.14061 2.23976 -0.65953
H 0.06936 2.88778 0.49844
H 1.06916 0.22045 1.09957
H -0.67767 0.65485 1.23268
H -0.43002 -1.56247 1.32335
H -1.17336 -2.42357 -0.18136
H 0.55753 -2.65616 0.33372
```

Properties
- Total energy: -19517.3135 eV
- HOMO energy: -0.39883 Ha
- Energy relative to the best compared isomer or geometry (same formula, charge and spin): 16.48 kcal per mole
- Net charge: 0
- Kohn-Sham gap: 11.79 eV
- Largest force on an atom: 2.59 eV/A
- SMILES string: CC[C@](C)(F)Cl

3.
# C4H8ClFIInNO

A molecular structure, C4H8ClFIInNO (ωB97M-V/def2-TZVPD, the OMol25 dataset).

XYZ file:
```
18
Properties=species:S:1:pos:R:3
N -2.53319 -0.22615 -0.76316
In -0.49954 0.25825 -0.99865
Cl 0.01181 1.07012 -3.24965
C -0.00140 1.75693 0.55039
C 1.28937 1.45719 1.28259
F 2.01872 2.64057 1.56015
C 0.71567 -1.63705 -0.75024
C 0.06912 -2.47667 0.21314
O -0.85410 -3.20756 0.07703
I 0.94516 -2.37778 2.23021
H -2.89944 -0.65775 -1.60479
H -3.02603 0.65949 -0.70170
H 0.08772 2.74363 0.10758
H -0.82525 1.74607 1.25743
H 1.08935 0.99108 2.24333
H 1.97133 0.81507 0.72882
H 0.70552 -2.16011 -1.70196
H 1.73520 -1.39535 -0.48052
```

Properties
- Total energy: -36332.8656 eV
- HOMO energy: -0.20295 Ha
- Net charge: -1
- Kohn-Sham gap: 8.17 eV
- Largest force on an atom: 0.95 eV/A

4.
# C4H8ClFN

2 unconnected molecules or ions with the total composition C4H8ClFN in a non-equilibrium geometry (ωB97M-V/def2-TZVPD, the OMol25 dataset).

XYZ file:
```
15
Properties=species:S:1:pos:R:3
C -1.43637 0.43970 -0.39530
C -2.53300 -0.58102 -0.10793
C -0.10288 0.48722 -0.18909
C -3.83358 -0.16740 0.00161
N 3.85024 -0.24124 0.17350
F 0.51966 1.57292 -0.60911
Cl 0.93769 -0.54176 0.80783
H -1.67066 1.34714 -1.00122
H 4.55627 0.54062 0.39308
H -2.18151 -1.61319 0.00985
H -4.05571 0.91794 -0.01892
H -4.55669 -0.66903 0.50460
H 4.07459 -0.99502 0.77170
H 3.67257 -0.33164 -0.79472
H 2.75938 -0.16524 0.45412
```

Properties
- Total energy: -20998.4127 eV
- HOMO energy: -0.45163 Ha
- Energy relative to the best compared isomer or geometry (same formula, charge and spin): 38.70 kcal per mole
- Net charge: +1
- Kohn-Sham gap: 8.45 eV
- Largest force on an atom: 4.78 eV/A

5.
# C4H8ClISi

A single C4H8ClISi molecule in a non-equilibrium geometry (ωB97M-V/def2-TZVPD, the OMol25 dataset).

XYZ file:
```
15
Properties=species:S:1:pos:R:3
C -1.93968 1.20666 -0.44918
C -1.93964 -0.40289 -0.60273
Si -0.22196 -0.96094 -0.09028
Cl -0.12699 -2.96450 -0.08604
C 1.16668 0.11196 0.14688
C 2.45116 -0.38453 0.84665
I 4.48968 0.53475 0.19752
H -2.21387 1.55062 0.62619
H -1.00238 1.66113 -0.47206
H -2.60772 1.83262 -1.07632
H -2.01495 -0.83807 -1.66290
H -2.64747 -0.96341 -0.05848
H 1.23421 1.23447 0.20983
H 2.58582 -0.16615 1.86190
H 2.78711 -1.45172 0.60901
```

Properties
- Total energy: -32777.3627 eV
- HOMO energy: -0.30569 Ha
- Energy relative to the best compared isomer or geometry (same formula, charge and spin): 58.86 kcal per mole
- Net charge: 0
- Kohn-Sham gap: 8.40 eV
- Largest force on an atom: 3.47 eV/A
- SMILES string: CC/[Si](Cl)=C/CI

6.
# C4H8ClN

A single C4H8ClN molecule in a non-equilibrium geometry (ωB97M-V/def2-TZVPD, the OMol25 dataset).

XYZ file:
```
14
Properties=species:S:1:pos:R:3
C -2.21276 -0.82802 -1.03090
C -1.27660 0.05771 -0.78764
Cl -0.91984 1.28795 -2.20339
C -0.31402 0.34316 0.32756
C 1.29648 0.23326 0.20324
N 1.95378 0.21989 1.45001
H -2.79829 -1.17285 -0.11635
H -2.82098 -0.74854 -1.90856
H -0.51247 -0.30670 1.20691
H -0.32009 1.19194 0.83976
H 1.77641 1.03824 -0.54440
H 1.38906 -0.66807 -0.54355
H 1.84297 -0.75083 1.99303
H 2.91637 0.10286 1.11428
```

Properties
- Total energy: -18287.6738 eV
- HOMO energy: -0.35476 Ha
- Energy relative to the best compared isomer or geometry (same formula, charge and spin): 48.38 kcal per mole
- Net charge: 0
- Kohn-Sham gap: 10.49 eV
- Largest force on an atom: 6.39 eV/A
- SMILES string: C=C(Cl)CCN

7.
# C4H8ClN

A single C4H8ClN molecule in a non-equilibrium geometry (ωB97M-V/def2-TZVPD, the OMol25 dataset).

XYZ file:
```
14
Properties=species:S:1:pos:R:3
C 0.14278 1.55516 0.23322
C -0.02416 0.05224 -0.15846
N -1.45418 -0.40558 -0.54670
Cl -2.64162 0.00054 0.63497
C 0.50607 -1.04224 0.79431
C 0.96043 -0.90943 -0.71419
H 1.09924 1.80779 0.86162
H -0.77243 1.70466 0.90337
H -0.02708 2.28548 -0.54172
H -1.74868 -0.02381 -1.40692
H -0.03813 -1.92705 0.73244
H 1.31039 -0.86442 1.56089
H 2.03469 -0.61075 -0.87719
H 0.65268 -1.62260 -1.47564
```

Properties
- Total energy: -18287.5898 eV
- HOMO energy: -0.34047 Ha
- Energy relative to the best compared isomer or geometry (same formula, charge and spin): 50.32 kcal per mole
- Net charge: 0
- Kohn-Sham gap: 10.27 eV
- Largest force on an atom: 3.30 eV/A
- SMILES string: CC1(NCl)CC1

8.
# C4H8ClN2

2 unconnected molecules or ions with the total composition C4H8ClN2 in a non-equilibrium geometry (ωB97M-V/def2-TZVPD, the OMol25 dataset).

XYZ file:
```
15
Properties=species:S:1:pos:R:3
C -0.25759 0.32496 -0.95602
H -0.66021 1.12372 0.97255
Cl 0.62489 -2.08628 -2.05346
C -0.16713 0.21692 0.57839
H -1.08123 -0.25787 -1.39664
C 0.66645 1.32564 -1.53562
N 1.45748 2.20324 -1.42069
N 1.19178 0.23021 1.08611
H 1.66681 1.05520 0.71789
H 1.68838 -0.58916 0.72406
C -0.92422 -1.00190 1.08998
H -1.94645 -1.03708 0.68153
H -0.39058 -1.92009 0.80099
H -0.97795 -0.96943 2.18716
H -0.89045 1.38195 -1.47624
```

Properties
- Total energy: -19779.6872 eV
- HOMO energy: -0.14149 Ha
- Net charge: -1
- Kohn-Sham gap: 7.66 eV
- Largest force on an atom: 5.00 eV/A